[1]
C17H21N2O7RhS2Se2 as an isolated structure at a distorted geometry, computed with the ωB97M-V functional and the def2-TZVPD basis.

```
52
Properties=species:S:1:pos:R:3
Rh 1.124 0.060 -0.108
O -1.143 4.809 4.674
C -1.330 4.955 3.462
O -1.839 5.886 2.835
C -0.844 3.742 2.584
C -0.451 2.555 3.201
C -0.067 1.483 2.423
N -0.014 1.549 1.090
C -0.358 2.695 0.485
C -0.808 3.798 1.199
C -0.175 2.764 -1.042
O -0.590 3.751 -1.644
O 0.442 1.793 -1.560
H -0.463 2.487 4.279
H 0.215 0.534 2.866
H -1.122 4.684 0.668
O -1.530 -5.559 -0.046
C -2.324 -4.521 0.496
C -1.495 -3.232 0.660
C -2.457 -2.150 1.210
O -1.811 -1.100 1.849
C -0.403 -3.495 1.692
Se 1.021 -2.120 1.836
C -0.895 -2.869 -0.705
Se -0.938 -0.960 -1.252
H -2.106 -6.278 -0.321
H -2.712 -4.827 1.482
H -3.183 -4.317 -0.162
H -3.109 -2.596 1.973
H -3.086 -1.789 0.379
H -1.321 -0.592 1.173
H 0.101 -4.435 1.459
H -0.860 -3.575 2.681
H -1.427 -3.400 -1.496
H 0.158 -3.167 -0.745
C 3.278 1.825 0.589
C 2.640 0.533 1.077
O 2.939 -0.012 2.107
H 3.608 2.405 1.455
H 2.586 2.415 -0.016
H 4.140 1.576 -0.033
S 2.885 -0.922 -1.432
C 2.425 -0.231 -2.903
N 1.393 -0.700 -3.686
C 0.726 0.366 -4.430
C 1.679 1.557 -4.529
S 3.284 0.996 -3.799
H 0.743 -1.285 -3.165
H -0.188 0.669 -3.907
H 0.461 -0.036 -5.417
H 1.331 2.397 -3.933
H 1.869 1.879 -5.551
```

Output
Relative energy (zero: lowest compared OMol25 entry of this formula, charge and spin)   57.5 kcal per mole
Charge   -2
HOMO level (alpha / beta)   -1.858 / -1.839 eV
Max |F|   2.61 eV Å⁻¹
LUMO level (alpha / beta)   0.1339 / 0.1315 hartree
Calculated total energy   -190655.848 eV
Orbital gap (alpha / beta)   5.50 / 5.42 eV
M   690.3 g/mol



[2]
One molecule with the formula C17H21N5O3S at a distorted geometry, computed with the ωB97M-V functional and the def2-TZVPD basis.

```
47
Properties=species:S:1:pos:R:3
C 4.732 1.270 2.170
C 4.972 1.094 0.674
N 3.736 0.847 -0.021
C 3.176 -0.373 -0.267
S 3.919 -1.878 0.176
C 2.492 -2.947 -0.169
C 1.253 -2.352 0.480
O 1.220 -1.943 1.624
N 0.157 -2.402 -0.301
N -1.006 -1.768 0.127
C -1.990 -1.529 -0.777
O -1.935 -2.014 -1.895
C -3.128 -0.723 -0.278
C -4.366 -0.906 -0.884
C -5.476 -0.189 -0.482
C -5.358 0.750 0.540
O -6.373 1.512 1.020
C -7.655 1.366 0.457
C -4.109 0.956 1.134
C -3.010 0.231 0.733
N 2.015 -0.247 -0.847
N 1.778 1.069 -0.983
C 2.792 1.727 -0.492
C 2.913 3.183 -0.453
C 2.335 3.978 -1.596
C 1.657 3.996 -0.270
H 5.677 1.431 2.680
H 4.080 2.121 2.355
H 4.262 0.378 2.578
H 5.626 0.236 0.497
H 5.441 1.985 0.247
H 2.381 -3.050 -1.246
H 2.733 -3.908 0.286
H 0.164 -2.516 -1.310
H -0.904 -1.315 1.026
H -4.445 -1.630 -1.680
H -6.422 -0.365 -0.969
H -8.293 2.067 0.992
H -7.656 1.616 -0.609
H -8.040 0.350 0.593
H -4.032 1.702 1.909
H -2.055 0.437 1.192
H 3.821 3.550 0.008
H 1.867 3.415 -2.388
H 2.873 4.856 -1.921
H 0.735 3.445 -0.174
H 1.718 4.887 0.337
```

Output
SMILES string   CCn1c(SCC(=O)NNC(=O)c2ccc(OC)cc2)nnc1C1CC1
Relative energy (zero: lowest compared OMol25 entry of this formula, charge and spin)   60.1 kcal per mole
HOMO level   -8.269 eV
Max |F|   1.24 eV Å⁻¹
LUMO level   0.0232 hartree
Calculated total energy   -42396.947 eV
Orbital gap   8.90 eV
M   375.5 g/mol



[3]
One molecule with the formula C17H21O3P at a distorted geometry, computed with the ωB97M-V functional and the def2-TZVPD basis.

```
42
Properties=species:S:1:pos:R:3
C 1.337 -0.552 -3.925
C 1.488 -1.535 -2.794
C 2.604 -2.380 -2.808
C 2.788 -3.284 -1.772
C 1.874 -3.396 -0.741
C 0.706 -2.616 -0.761
C -0.283 -2.870 0.332
C 0.537 -1.601 -1.713
O -0.617 -0.849 -1.733
P -0.462 0.569 -0.946
C -1.898 1.572 -1.272
O 0.643 1.418 -1.403
O -0.254 0.186 0.671
C -0.596 1.179 1.558
C -1.849 1.144 2.197
C -2.899 0.086 1.858
C -2.141 2.048 3.192
C -1.174 2.977 3.584
C 0.126 3.008 2.997
C 0.369 2.132 1.951
C 1.777 2.133 1.399
H 2.067 0.248 -3.850
H 1.461 -1.058 -4.900
H 0.334 -0.072 -3.959
H 3.322 -2.291 -3.593
H 3.672 -3.895 -1.748
H 1.990 -4.180 0.033
H -0.466 -3.939 0.485
H -1.244 -2.438 0.070
H 0.072 -2.410 1.267
H -1.632 2.381 -1.956
H -2.274 2.075 -0.361
H -2.641 0.902 -1.739
H -3.865 0.533 1.598
H -2.598 -0.475 0.986
H -3.077 -0.585 2.682
H -3.115 1.991 3.653
H -1.409 3.732 4.312
H 0.906 3.652 3.385
H 1.928 2.988 0.739
H 1.958 1.276 0.823
H 2.530 2.199 2.203
```

Output
SMILES string   Cc1cccc(C)c1OP(C)(=O)Oc1c(C)cccc1C
HOMO level   -8.815 eV
Max |F|   3.62 eV Å⁻¹
LUMO level   0.0274 hartree
Calculated total energy   -33403.217 eV
Orbital gap   9.56 eV
M   304.3 g/mol



[4]
C17H22AgBr2Cl2N5O2 as an isolated structure, computed with the ωB97M-V functional and the def2-TZVPD basis.

```
51
Properties=species:S:1:pos:R:3
Ag 0.518 2.066 1.234
N 3.115 1.598 0.455
C 3.345 2.722 -0.449
C 4.633 2.640 -1.323
C 5.427 1.322 -1.307
C 5.046 0.275 -2.357
N 3.654 -0.178 -2.296
C 2.626 0.429 -2.887
N 2.778 1.197 -3.982
N 1.400 0.243 -2.422
C 2.053 3.042 -1.267
O 2.153 3.346 -2.467
O 0.962 3.032 -0.626
H 3.723 1.638 1.263
H 3.300 0.715 0.000
H 3.427 3.598 0.199
H 5.313 3.428 -0.998
H 4.359 2.898 -2.347
H 5.416 0.863 -0.316
H 6.477 1.553 -1.507
H 5.668 -0.613 -2.248
H 5.249 0.664 -3.354
H 3.431 -0.864 -1.584
H 3.719 1.282 -4.329
H 2.328 2.112 -3.865
H 1.228 -0.097 -1.484
H 0.632 0.708 -2.878
Br 0.415 -1.578 0.472
C 1.830 -1.383 1.752
Br 3.554 -1.915 1.026
H 1.620 -2.027 2.595
H 1.877 -0.337 2.034
Cl -1.847 1.057 -1.407
C -1.889 2.765 -1.909
Cl -3.189 3.647 -1.103
H -2.072 2.795 -2.977
H -0.937 3.209 -1.633
N -1.580 -3.633 9.242
C -1.354 -2.948 8.346
C -1.067 -2.093 7.228
C -1.855 -2.157 6.079
C -1.572 -1.339 5.003
C -0.497 -0.441 5.046
C 0.280 -0.385 6.209
C 0.001 -1.200 7.289
C -0.197 0.388 3.920
C 0.053 1.077 2.948
H -2.686 -2.847 6.039
H -2.181 -1.380 4.111
H 1.105 0.313 6.252
H 0.606 -1.152 8.184
```

Output
Relative energy (zero: lowest compared OMol25 entry of this formula, charge and spin)   28.3 kcal per mole
HOMO level   -7.978 eV
Max |F|   0.20 eV Å⁻¹
LUMO level   -0.0060 hartree
Calculated total energy   -198659.828 eV
Orbital gap   7.82 eV
M   667.0 g/mol



[5]
One molecule with the formula C17H22BF3N2O4 at a distorted geometry, computed with the ωB97M-V functional and the def2-TZVPD basis.

```
49
Properties=species:S:1:pos:R:3
C 2.241 -3.334 2.930
C 2.528 -2.476 1.978
C 1.682 -2.540 0.739
O 0.758 -3.330 0.781
N 1.794 -1.716 -0.382
C 0.946 -1.997 -1.513
C -0.426 -1.451 -1.277
O -1.290 -1.455 -2.163
N -0.724 -1.031 -0.016
C -2.136 -0.955 0.430
C -2.796 0.396 -0.001
C -1.824 1.481 0.055
C -1.502 2.106 1.316
C -0.641 3.201 1.478
C 0.191 3.521 0.391
C 1.209 4.633 0.512
C -0.073 2.924 -0.881
C -1.046 1.966 -0.987
C -1.169 1.331 -2.307
B -2.790 -2.340 -0.114
O -2.085 -3.505 0.105
O -4.107 -2.283 -0.455
C 2.837 -0.701 -0.384
C 2.159 0.658 -0.736
F 1.277 0.890 0.232
F 1.663 0.720 -1.961
F 3.159 1.567 -0.660
H 1.323 -3.822 2.967
H 2.727 -3.261 3.887
H 3.259 -1.649 2.094
H 1.225 -1.571 -2.455
H 0.843 -3.090 -1.697
H 0.022 -1.062 0.748
H -2.161 -1.102 1.444
H -3.748 0.582 0.641
H -3.233 0.150 -0.923
H -2.077 1.835 2.133
H -0.566 3.759 2.367
H 1.901 4.264 1.231
H 1.785 4.731 -0.374
H 0.725 5.510 0.897
H 0.622 3.257 -1.564
H -0.791 0.323 -2.275
H -2.232 1.212 -2.509
H -0.653 1.864 -3.084
H -1.166 -3.580 0.486
H -4.595 -3.121 -0.432
H 3.426 -0.580 0.509
H 3.526 -0.927 -1.202
```

Output
SMILES string   C=CC(=O)N(CC(=O)N[C@@H](Cc1ccc(C)cc1C)B(O)O)CC(F)(F)F
Relative energy (zero: lowest compared OMol25 entry of this formula, charge and spin)   42.4 kcal per mole
HOMO level   -8.090 eV
Max |F|   5.16 eV Å⁻¹
LUMO level   -0.0059 hartree
Calculated total energy   -37986.519 eV
Orbital gap   7.93 eV
M   386.2 g/mol



[6]
C17H22CoN6Se2 as an isolated structure, computed with the ωB97M-V functional and the def2-TZVPD basis.

```
48
Properties=species:S:1:pos:R:3
Co 0.532 0.254 0.195
N -2.061 1.212 3.115
C -0.993 1.302 3.977
C 0.115 1.009 3.244
N -0.264 0.748 1.949
C -1.581 0.882 1.906
C -2.195 0.654 0.616
N -1.365 0.334 -0.364
C -2.126 0.181 -1.494
C -3.431 0.403 -1.179
N -3.457 0.709 0.162
H -3.023 1.382 3.364
H -1.114 1.566 5.013
H 1.143 0.980 3.561
H -1.697 -0.075 -2.447
H -4.325 0.378 -1.777
H -4.287 0.934 0.688
C 3.889 1.409 -0.137
Se 2.789 0.371 1.077
C 3.408 -1.400 0.530
C 2.549 -2.493 1.138
Se 0.658 -2.326 0.634
C -0.135 -2.599 2.386
H 3.699 1.103 -1.162
H 4.930 1.256 0.134
H 3.626 2.455 -0.005
H 4.437 -1.491 0.877
H 3.406 -1.428 -0.559
H 2.596 -2.484 2.226
H 2.889 -3.467 0.795
H 0.072 -3.614 2.713
H -1.210 -2.469 2.276
H 0.258 -1.871 3.091
N 1.650 -0.360 -3.734
C 1.351 -0.804 -2.501
N 1.131 0.183 -1.660
C 1.278 1.359 -2.399
C 1.141 2.692 -2.008
C 1.360 3.652 -2.971
C 1.705 3.305 -4.291
C 1.837 1.992 -4.687
C 1.613 1.026 -3.709
H 1.860 -0.942 -4.529
H 1.290 -1.854 -2.259
H 0.873 2.963 -0.993
H 1.266 4.698 -2.714
H 1.870 4.092 -5.013
H 2.101 1.731 -5.703
```

Output
Relative energy (zero: lowest compared OMol25 entry of this formula, charge and spin)   0.0 kcal per mole
Charge   +2
HOMO level (alpha / beta)   -14.240 / -14.473 eV
Max |F|   0.19 eV Å⁻¹
Multiplicity   2
LUMO level (alpha / beta)   -0.2056 / -0.2128 hartree
Calculated total energy   -195235.220 eV
<S²>   0.76
Orbital gap (alpha / beta)   8.64 / 8.68 eV
M   527.3 g/mol



[7]
C17H22CrN4O9P2S as an isolated structure at a distorted geometry, computed with the ωB97M-V functional and the def2-TZVPD basis.

```
56
Properties=species:S:1:pos:R:3
Cr 0.357 0.002 -1.136
C 0.888 -4.247 -1.290
C 1.011 -2.778 -1.064
N 0.250 -1.880 -1.736
N -0.139 -2.119 -3.045
C 0.198 -1.173 -3.911
N -0.357 -1.212 -5.134
S 1.376 -0.018 -3.478
C 1.943 -2.175 -0.191
C 2.772 -2.853 0.726
C 3.691 -2.150 1.462
C 3.809 -0.759 1.301
C 2.942 -0.136 0.434
N 2.033 -0.799 -0.290
H -0.129 -4.506 -1.591
H 1.118 -4.803 -0.379
H 1.575 -4.590 -2.073
H -0.897 -2.755 -3.230
H -1.299 -1.561 -5.224
H -0.147 -0.421 -5.713
H 2.667 -3.923 0.852
H 4.325 -2.667 2.174
H 4.544 -0.184 1.849
H 2.951 0.941 0.305
C -3.361 2.608 -0.629
C -2.098 2.957 -1.391
O -2.296 4.258 -1.934
P -0.515 3.005 -0.342
O 0.154 4.356 -0.914
O -0.816 3.470 1.145
O 0.546 1.913 -0.427
P -1.738 1.757 -2.754
O -0.392 2.514 -3.258
O -2.707 1.683 -3.863
O -1.348 0.448 -2.039
H -3.522 3.333 0.171
H -3.324 1.607 -0.217
H -4.187 2.685 -1.338
H -1.517 4.510 -2.445
H 1.063 4.441 -0.577
H -1.327 2.755 1.601
H -0.437 2.675 -4.211
O -1.669 1.141 1.314
C -0.955 0.155 1.558
O -0.340 -0.588 0.702
C -0.732 -0.195 3.003
C -1.687 0.129 3.958
C -1.428 -0.096 5.303
C -0.201 -0.616 5.699
C 0.753 -0.949 4.744
C 0.484 -0.749 3.396
H -2.636 0.543 3.639
H -2.177 0.151 6.047
H 0.011 -0.762 6.752
H 1.709 -1.362 5.051
H 1.208 -1.012 2.638
```

Output
Relative energy (zero: lowest compared OMol25 entry of this formula, charge and spin)   12.2 kcal per mole
HOMO level (alpha / beta)   -6.399 / -8.979 eV
Max |F|   1.21 eV Å⁻¹
Multiplicity   5
LUMO level (alpha / beta)   0.0007 / -0.0234 hartree
Calculated total energy   -100216.749 eV
<S²>   6.04
Orbital gap (alpha / beta)   6.42 / 8.34 eV
M   572.4 g/mol



[8]
C17H22F2IrN4 as an isolated structure, computed with the ωB97M-V functional and the def2-TZVPD basis.

```
46
Properties=species:S:1:pos:R:3
Ir 0.131 -0.115 -1.243
N 0.568 2.249 3.391
C 0.788 1.774 1.962
C 2.097 0.989 1.912
C 2.618 0.729 0.500
N 1.868 -0.361 -0.263
C 2.678 1.995 -0.344
C 1.346 2.735 -0.374
N 0.374 2.004 -1.280
C 0.805 2.993 1.038
H 0.541 1.471 4.060
H -0.310 2.768 3.501
H 1.319 2.878 3.703
H -0.063 1.125 1.745
H 2.036 0.064 2.491
H 2.886 1.587 2.382
H 3.622 0.310 0.602
H 1.906 -1.236 0.267
H 2.471 -0.537 -1.086
H 3.038 1.782 -1.356
H 3.434 2.654 0.087
H 1.488 3.719 -0.825
H 0.685 2.205 -2.237
H -0.513 2.508 -1.235
H -0.177 3.473 0.998
H 1.482 3.745 1.458
F -4.600 1.420 0.445
C -3.871 0.410 0.111
C -2.472 0.662 -0.073
C -1.665 -0.354 -0.482
C -2.210 -1.688 -0.662
C -3.612 -1.871 -0.404
F -4.118 -3.059 -0.554
C -4.446 -0.844 -0.033
C -1.327 -2.679 -1.166
C -1.607 -4.039 -1.383
C -0.631 -4.871 -1.929
C 0.595 -4.328 -2.252
C 0.825 -2.958 -2.015
N -0.082 -2.157 -1.482
H -2.137 1.672 0.124
H -5.505 -1.013 0.130
H -2.574 -4.444 -1.128
H -0.841 -5.920 -2.101
H 1.384 -4.924 -2.694
H 1.775 -2.524 -2.307
```

Output
Relative energy (zero: lowest compared OMol25 entry of this formula, charge and spin)   2.1 kcal per mole
Charge   +4
HOMO level (alpha / beta)   -21.819 / -22.658 eV
Max |F|   0.78 eV Å⁻¹
Multiplicity   2
LUMO level (alpha / beta)   -0.5519 / -0.5975 hartree
Calculated total energy   -32176.842 eV
<S²>   0.79
Orbital gap (alpha / beta)   6.80 / 6.40 eV
M   512.6 g/mol



[9]
One molecule with the formula C17H22F2N2O2 at a distorted geometry, computed with the ωB97M-V functional and the def2-TZVPD basis.

```
45
Properties=species:S:1:pos:R:3
O -1.358 2.529 1.556
C -0.991 1.357 1.676
N -0.050 1.089 2.671
C 0.362 -0.265 3.022
C 1.893 -0.399 2.951
N 2.527 0.654 3.772
C 2.133 2.033 3.418
C 0.614 2.181 3.423
C -1.731 0.311 0.839
O -2.521 -0.565 1.711
C -0.711 -0.534 0.030
C -0.905 -1.949 -0.139
C 0.043 -2.699 -0.820
C 1.162 -2.071 -1.367
C 1.379 -0.697 -1.244
C 0.481 0.044 -0.509
C -2.791 0.960 -0.105
C -3.569 -0.039 -0.982
C -3.118 0.238 -2.435
C -2.810 1.746 -2.495
F -3.912 2.521 -2.712
F -1.916 1.969 -3.517
C -2.266 2.027 -1.098
H -0.004 -1.031 2.397
H 0.001 -0.493 4.034
H 2.206 -1.375 3.343
H 2.252 -0.315 1.943
H 2.279 0.464 4.756
H 2.473 2.229 2.397
H 2.574 2.726 4.146
H 0.381 3.183 3.055
H 0.271 2.089 4.490
H -3.037 0.005 2.365
H -1.807 -2.430 0.195
H -0.144 -3.782 -0.904
H 1.922 -2.611 -1.936
H 2.222 -0.237 -1.744
H 0.715 1.091 -0.388
H -3.526 1.465 0.539
H -3.427 -1.083 -0.712
H -4.633 0.189 -0.889
H -2.207 -0.348 -2.690
H -3.939 -0.022 -3.112
H -2.559 3.043 -0.790
H -1.207 1.996 -1.166
```

Output
SMILES string   O=C(N1CCNCC1)[C@](O)(c1ccccc1)[C@@H]1CCC(F)(F)C1
HOMO level   -8.582 eV
Max |F|   3.01 eV Å⁻¹
LUMO level   0.0219 hartree
Calculated total energy   -30496.360 eV
Orbital gap   9.18 eV
M   324.4 g/mol



[10]
One molecule with the formula C17H22N2O2, computed with the ωB97M-V functional and the def2-TZVPD basis.

```
43
Properties=species:S:1:pos:R:3
C 0.556 1.473 4.354
O 1.239 0.840 3.304
C 0.897 1.154 2.007
C -0.101 2.066 1.688
C -0.423 2.361 0.374
C 0.249 1.748 -0.671
C -0.079 2.041 -2.107
C -0.552 0.799 -2.899
N -1.917 0.355 -2.708
C -2.910 1.301 -3.165
C -2.226 -0.137 -1.376
C -1.373 -1.304 -0.972
C -1.009 -2.285 -1.889
C -0.234 -3.346 -1.456
N 0.173 -3.493 -0.206
C -0.184 -2.568 0.668
C -0.948 -1.460 0.341
C 1.255 0.849 -0.354
C 1.593 0.529 0.956
O 2.605 -0.377 1.052
C 2.997 -0.921 2.291
H 0.693 2.559 4.331
H -0.515 1.241 4.341
H 0.997 1.076 5.267
H -0.645 2.565 2.474
H -1.206 3.079 0.175
H 0.823 2.411 -2.601
H -0.835 2.825 -2.165
H 0.105 -0.039 -2.657
H -0.445 1.012 -3.967
H -2.633 1.659 -4.155
H -3.035 2.168 -2.499
H -3.872 0.792 -3.239
H -3.269 -0.477 -1.400
H -2.153 0.651 -0.609
H -1.326 -2.204 -2.917
H 0.078 -4.125 -2.140
H 0.162 -2.727 1.681
H -1.205 -0.728 1.091
H 1.819 0.357 -1.131
H 3.434 -0.165 2.946
H 3.750 -1.669 2.044
H 2.163 -1.404 2.803
```

Output
SMILES string   COc1ccc(CCN(C)Cc2ccncc2)cc1OC
Relative energy (zero: lowest compared OMol25 entry of this formula, charge and spin)   80.6 kcal per mole
HOMO level   -7.856 eV
Max |F|   0.56 eV Å⁻¹
LUMO level   0.0272 hartree
Calculated total energy   -25059.990 eV
Orbital gap   8.60 eV
M   286.4 g/mol